Entry 1:
Molecular formula: C6H7O4PS
Method: DFT, ωB97M-V/def2-TZVPD

Positions of all 19 atoms, in Å:
C -1.201580 0.664424 -1.563637
C -0.743625 0.661513 -2.826366
C -0.282957 0.230886 -0.537264
C 0.975676 -0.103389 -1.136499
C -0.365472 0.203693 0.938558
C 2.541995 -2.197551 0.855734
O 1.952199 -0.544535 2.895584
O 4.320595 -1.250728 2.563470
O 3.270606 0.602761 1.030555
O 2.853547 -2.755177 -0.157307
P 3.078518 -0.605380 1.919130
S 0.946431 0.138434 -2.829127
H -2.249742 0.792158 -1.300201
H -1.389254 1.054790 -3.578153
H -0.821444 -0.651418 1.266889
H 0.617582 0.353558 1.303773
H -1.073641 0.998358 1.282659
H 1.870924 -2.776510 1.461200
H 1.835919 -0.487870 -0.626548

Force components x, y, z for each atom (eV/Å):
C -0.235 -1.007 2.257
C 1.128 -0.143 0.442
C 2.916 -0.351 -2.625
C -3.162 0.842 0.434
C -1.410 2.753 -1.119
C 0.265 1.651 1.716
O -1.632 0.273 0.549
O -0.251 0.353 -0.829
O -0.119 -0.041 -0.474
O 0.986 -0.377 -2.327
P 1.993 -1.425 0.219
S -1.051 0.331 -0.373
H 0.057 0.498 -0.189
H 0.373 -0.117 -1.091
H -0.663 -2.555 1.085
H 0.744 -0.048 1.056
H 0.689 -0.125 -0.112
H -1.123 -0.715 1.317
H 0.494 0.202 0.065

## Properties
Gap between HOMO and LUMO ... 4.63 eV
Spin multiplicity ... 1
E_LUMO ... 4.78 eV
Total charge ... -2

These are the natural (NBO) partial charges, in e, on atoms 1 to 8:
1 C -0.26
2 C -0.47
3 C -0.06
4 C -0.37
5 C -0.63
6 C 0.09
7 O -1.25
8 O -1.23


Entry 2:
Molecular formula: C6H7O5PS2
Method: DFT, ωB97M-V/def2-TZVPD

Positions of all 21 atoms, in Å:
C 2.110581 0.032194 -0.114827
C 1.008997 0.284799 0.581591
C 2.055706 0.031607 -1.626971
C 1.627536 0.288967 2.878511
C -1.556238 -0.540397 -2.357468
C -1.664412 -0.185116 1.906672
O 0.844372 0.239814 -2.000839
O 2.951449 -0.215896 -2.455937
O 1.107837 -0.590691 3.501227
O -1.345433 -0.623193 -0.999100
O -1.594918 0.760608 0.854011
P -0.424918 0.709622 -0.429914
S 2.983282 1.180492 2.952162
S -0.942139 2.358796 -1.350844
H 3.012937 -0.243605 0.261988
H -0.729261 -0.969209 -2.911129
H -1.854823 0.382215 -2.821747
H -2.318480 -1.308864 -2.415520
H -1.934641 -1.131327 1.304745
H -2.489438 0.002980 2.702486
H -0.847997 -0.463798 2.540904

Force components x, y, z for each atom (eV/Å):
C -1.663 0.359 -1.727
C 0.654 0.298 1.510
C -1.209 -0.356 -0.889
C -0.177 -2.242 -0.595
C -0.652 -3.018 -1.241
C -2.264 -2.031 -1.345
O -0.180 0.414 0.140
O 0.294 0.177 1.316
O -0.285 1.243 -0.817
O 2.070 2.108 1.114
O 1.009 1.305 1.411
P -1.905 -1.877 0.776
S 0.370 0.941 -0.025
S 0.152 0.941 0.165
H 2.563 -0.562 1.528
H 0.343 0.256 -0.238
H -0.150 0.602 0.376
H -0.956 -0.012 -0.953
H 0.023 0.624 1.481
H 0.751 0.294 -1.694
H 1.213 0.537 -0.294

## Properties
Gap between HOMO and LUMO ... 6.30 eV
Spin multiplicity ... 1
E_LUMO ... 5.21 eV
Total charge ... -2
Energy relative to the best compared isomer or geometry (same formula, charge and spin) ... 0.000 eV

These are the natural (NBO) partial charges, in e, on atoms 1 to 8:
1 C -0.36
2 C -0.53
3 C 0.74
4 C 0.44
5 C -0.25
6 C -0.25
7 O -0.76
8 O -0.73


Entry 3:
Molecular formula: C6H7O5Yb
Method: DFT, ωB97M-V/def2-TZVPD

Positions of all 19 atoms, in Å:
O 0.812268 1.669125 -0.250471
Yb -0.809718 2.560011 0.953507
O -0.800010 2.816524 -1.156593
C 0.248632 2.298604 -1.559508
C 1.996567 0.874304 -0.272200
C 1.745703 -0.489012 -0.902988
H 2.741934 1.428352 -0.856927
H 2.366124 0.773815 0.756255
H 1.853340 -0.386013 -1.993410
H 2.539824 -1.162196 -0.549005
C 0.402066 -1.077696 -0.589425
C -0.022794 -1.236145 0.659780
O -1.248701 -1.822955 0.909055
C -2.297667 -1.038333 1.147736
O -2.268588 0.156221 1.321033
O -3.386599 -1.780927 1.087205
H -0.249647 -1.380458 -1.413622
H 0.549245 -0.981695 1.552638
H -4.171977 -1.221524 1.156939

Force components x, y, z for each atom (eV/Å):
O 0.284 0.824 -2.083
Yb -1.422 -1.110 2.522
O 2.830 -0.623 -4.666
C -3.170 0.499 4.890
C 1.408 -0.653 -0.778
C 0.240 -0.113 -0.426
H -0.006 -0.156 0.377
H -0.412 0.325 -0.044
H 0.027 -0.158 0.311
H -0.093 0.168 -0.273
C -0.395 -0.063 0.414
C 0.207 0.406 -0.176
O -0.403 0.089 0.117
C -0.457 -2.081 -0.798
O 0.712 2.344 0.115
O 0.664 0.475 0.163
H 0.213 -0.017 0.258
H -0.053 -0.180 -0.106
H -0.173 0.024 0.184

## Properties
Gap between HOMO and LUMO (alpha / beta) ... 8.33 / 4.89 eV
Spin multiplicity ... 2
E_LUMO (alpha / beta) ... -8.85 / -12.23 eV
Total charge ... +2
Energy relative to the best compared isomer or geometry (same formula, charge and spin) ... 0.785 eV

These are the natural (NBO) partial charges, in e, on atoms 1 to 8:
1 O -0.66
2 Yb 1.92
3 O -0.66
4 C 0.90
5 C -0.08
6 C -0.49
7 H 0.24
8 H 0.24